Formula: C2H8N2O2
Source: OMol25
Level of theory: ωB97M-V/def2-TZVPD

Summary:
Relative energy (zero: lowest compared OMol25 entry of this formula, charge and spin) = 275.00 kJ/mol
SMILES = NC=O.NCO

Structure (ORCA input):
```
! RIJCOSX wB97M-V def2-TZVPD def2/J DEFGRID3
* xyz 0 1
N -3.366 -1.625 0.406
C -3.594 -2.010 -0.951
O -3.022 -1.485 -1.912
H -2.675 -0.976 0.641
H -4.349 -1.502 0.839
H -4.393 -2.573 -1.038
N 2.313 2.217 0.377
C 2.358 0.796 0.072
O 3.622 0.036 0.435
H 2.624 2.733 -0.482
H 2.367 2.735 1.255
H 1.725 0.316 0.862
H 2.219 0.437 -0.952
H 4.170 0.902 0.447
*
```

=====

Formula: C2H6O3P
Source: OMol25
Level of theory: ωB97M-V/def2-TZVPD

Summary:
Relative energy (zero: lowest compared OMol25 entry of this formula, charge and spin) = 30.79 kJ/mol
SMILES = CO[P@](C)(=O)[O-]

Structure (ORCA input):
```
! RIJCOSX wB97M-V def2-TZVPD def2/J DEFGRID3
* xyz -1 1
C -1.209 1.249 0.145
O 0.062 1.325 0.666
P 1.314 0.065 -0.188
C 0.311 -1.465 0.110
O 2.555 0.175 0.603
O 1.243 0.503 -1.621
H -1.182 1.134 -0.938
H -1.707 2.156 0.298
H -1.719 0.350 0.507
H 0.806 -2.131 0.862
H -0.764 -1.296 0.379
H 0.288 -2.067 -0.823
*
```

=====

Formula: C4H4N2O
Source: OMol25
Level of theory: ωB97M-V/def2-TZVPD

Summary:
Relative energy (zero: lowest compared OMol25 entry of this formula, charge and spin) = 453.76 kJ/mol
SMILES = O=c1c#c[nH]cn1.[H][H]

Structure (ORCA input):
```
! RIJCOSX wB97M-V def2-TZVPD def2/J DEFGRID3
* xyz 0 1
O 2.246 -1.030 -0.090
C 1.108 -0.659 -0.037
C 0.465 0.625 0.022
C -0.704 1.055 0.039
N -1.705 0.138 0.045
C -1.257 -1.172 0.014
N -0.031 -1.544 -0.017
H -2.691 0.360 0.050
H -2.037 -1.930 0.017
H 2.242 2.026 0.340
H 2.364 2.130 -0.383
*
```

=====

Formula: C57H92ClN12O6P3SSi
Source: OMol25
Level of theory: ωB97M-V/def2-TZVPD

Summary:
SMILES = CCP(C)[C@](CCO)(O[C@@](CCCCOC=O)(N=C(C)C)P(N)O)[C@H]([PH2]=S)N(Cl)CCO[Si](C)(C)C.c1cc[nH]c1.c1cc[nH]c1.c1cc[nH]c1.c1cc[nH]c1.c1cc[nH]c1.c1cc[nH]c1.c1cc[nH]c1.c1cc[nH]c1.c1cc[nH]c1

Structure (ORCA input):
```
! RIJCOSX wB97M-V def2-TZVPD def2/J DEFGRID3
* xyz 0 1
C -3.446 4.551 3.342
C -3.759 3.683 1.945
P -4.282 1.942 2.535
C -6.211 2.039 2.615
C -3.708 0.550 1.291
C -4.972 -0.462 1.159
C -4.801 -1.841 0.336
O -3.478 -2.402 0.150
O -2.405 0.012 1.545
C -2.013 -0.518 2.793
C -0.486 -1.158 2.505
C 0.236 -1.799 3.808
C 1.658 -2.495 3.265
C 2.989 -1.603 3.702
O 3.705 -2.231 4.859
C 4.985 -1.501 5.077
O 6.110 -1.741 4.377
N -1.864 0.346 3.998
C -0.945 1.334 3.936
C -0.556 2.352 2.731
C -0.095 1.588 5.359
P -2.996 -2.074 3.439
N -2.294 -3.597 2.885
O -2.871 -2.100 5.208
C -3.505 1.235 -0.232
P -5.020 2.147 -0.907
S -4.602 3.359 -2.423
N -2.874 0.267 -1.207
Cl -3.865 -0.139 -2.541
C -1.447 0.578 -1.546
C -1.200 1.615 -2.789
O -0.449 2.826 -2.427
Si 1.263 2.560 -2.227
C 2.129 4.263 -2.685
C 2.062 1.224 -3.347
C 1.683 2.305 -0.324
H -4.432 5.136 3.650
H -3.189 3.759 4.165
H -2.525 5.270 3.185
H -2.770 3.739 1.330
H -4.585 4.297 1.390
H -6.509 3.061 3.150
H -6.744 1.873 1.590
H -6.596 1.184 3.342
H -5.275 -0.761 2.277
H -5.975 0.029 0.734
H -5.358 -1.708 -0.712
H -5.451 -2.668 0.903
H -3.548 -3.050 -0.626
H 0.253 -0.332 2.061
H -0.524 -1.993 1.652
H -0.331 -2.654 4.364
H 0.577 -1.013 4.615
H 1.765 -3.541 3.813
H 1.625 -2.718 2.101
H 2.697 -0.496 3.951
H 3.760 -1.644 2.796
H 5.061 -0.631 5.882
H -0.648 3.462 3.143
H -1.200 2.298 1.762
H 0.577 2.237 2.399
H -0.602 2.500 5.890
H 0.988 1.936 5.030
H -0.086 0.601 5.988
H -2.986 -4.363 3.073
H -1.971 -3.600 1.896
H -2.500 -3.019 5.411
H -2.667 2.067 -0.046
H -6.069 1.261 -1.431
H -5.710 3.006 0.048
H -0.930 -0.459 -1.833
H -0.888 0.914 -0.546
H -0.688 0.974 -3.657
H -2.205 2.016 -3.295
H 3.208 4.359 -2.242
H 2.161 4.305 -3.878
H 1.437 5.185 -2.376
H 1.730 1.233 -4.472
H 1.897 0.155 -2.842
H 3.234 1.395 -3.316
H 0.665 2.474 0.230
H 2.099 1.220 -0.176
H 2.446 3.129 0.010
C 0.217 -7.488 0.287
C 1.228 -6.510 0.128
C 0.602 -5.297 -0.048
N -0.752 -5.509 -0.006
C -0.996 -6.841 0.204
H 0.359 -8.549 0.446
H 2.298 -6.673 0.142
H 1.002 -4.303 -0.200
H -1.460 -4.794 -0.112
H -2.008 -7.215 0.273
C -7.626 -5.311 0.447
C -7.091 -5.114 1.742
C -8.088 -5.403 2.647
N -9.207 -5.763 1.942
C -8.933 -5.715 0.600
H -7.112 -5.174 -0.496
H -6.086 -4.796 1.989
H -8.098 -5.382 3.728
H -10.096 -6.025 2.349
H -9.690 -5.971 -0.129
C 1.527 1.776 9.237
C 1.693 2.982 9.959
C 2.956 3.456 9.682
N 3.560 2.575 8.823
C 2.694 1.550 8.542
H 0.651 1.141 9.225
H 0.968 3.455 10.609
H 3.475 4.341 10.024
H 4.497 2.667 8.454
H 2.983 0.750 7.874
C 5.848 6.932 -3.913
C 5.109 6.021 -4.706
C 5.539 4.753 -4.383
N 6.515 4.868 -3.428
C 6.706 6.192 -3.131
H 5.762 8.011 -3.913
H 4.344 6.264 -5.433
H 5.236 3.783 -4.752
H 7.015 4.096 -3.007
H 7.435 6.494 -2.391
C 4.419 -6.771 -3.997
C 4.293 -5.362 -3.977
C 3.167 -5.061 -3.244
N 2.607 -6.240 -2.824
C 3.367 -7.288 -3.275
H 5.195 -7.348 -4.485
H 4.952 -4.644 -4.447
H 2.717 -4.112 -2.986
H 1.766 -6.323 -2.269
H 3.094 -8.309 -3.044
C 5.779 -0.944 -7.030
C 5.040 -1.855 -7.822
C 5.470 -3.123 -7.500
N 6.446 -3.008 -6.544
C 6.637 -1.684 -6.247
H 5.693 0.135 -7.029
H 4.276 -1.612 -8.549
H 5.167 -4.093 -7.868
H 6.946 -3.781 -6.123
H 7.367 -1.382 -5.508
C 2.575 11.111 -5.193
C 1.836 10.200 -5.985
C 2.266 8.933 -5.662
N 3.242 9.047 -4.707
C 3.433 10.371 -4.410
H 2.490 12.190 -5.192
H 1.072 10.443 -6.712
H 1.963 7.962 -6.031
H 3.742 8.275 -4.286
H 4.163 10.673 -3.671
C -8.914 4.875 -1.190
C -7.568 5.138 -1.540
C -7.339 6.476 -1.313
N -8.500 7.032 -0.842
C -9.465 6.062 -0.759
H -9.426 3.924 -1.245
H -6.844 4.427 -1.917
H -6.451 7.080 -1.446
H -8.626 8.004 -0.594
H -10.459 6.298 -0.402
C 6.523 -10.723 -1.028
C 7.533 -9.745 -1.186
C 6.907 -8.531 -1.362
N 5.553 -8.744 -1.320
C 5.310 -10.076 -1.111
H 6.664 -11.784 -0.868
H 8.603 -9.908 -1.173
H 7.307 -7.538 -1.515
H 4.845 -8.029 -1.426
H 4.297 -10.449 -1.041
*
```

=====

| no. | HOMO (eV) | Kohn-Sham gap (Eh) |
| --- | --- | --- |
| 1 | -9.663 | 0.3850 |
| 2 | -4.892 | 0.3347 |
| 3 | -9.990 | 0.3447 |
| 4 | -7.554 | 0.2722 |